[1]
Density functional theory data (wB97M-V/def2-TZVPD) for a 3-piece molecular cluster, CH4ClF overall in a non-equilibrium geometry.

Each line ends with the Löwdin charge.
Cartesian coordinates (Å):
C 0.17 1.81 -0.35  -0.820
H 1.18 1.96 -0.47  0.036
H -0.31 1.61 -1.10  -0.091
H -0.69 2.75 -0.33  0.164
H -0.49 -1.81 0.18  0.261
F 0.03 -2.87 -0.42  -0.349
Cl -0.06 0.61 0.45  0.798

Results
F_max, eV/A: 17.106
LUMO, eV: -0.202
HOMO-LUMO gap, eV: 10.034



[2]
Density functional theory data (wB97M-V/def2-TZVPD) for a 2-piece molecular cluster, CH4ClN2 overall in a non-equilibrium geometry.

Each line ends with the Löwdin charge.
Cartesian coordinates (Å):
C 1.05 0.21 0.00  -0.595
N -0.29 -1.29 -0.19  0.125
N 0.37 1.28 -0.20  0.171
Cl 2.59 -0.34 0.03  0.902
H -0.55 -1.54 0.75  0.030
H 0.31 -2.03 -0.55  0.028
H -0.62 1.31 -0.02  0.146
H 0.64 2.19 -0.67  0.194

Results
F_max, eV/A: 5.818
LUMO, eV: -6.067
Net charge: +1
HOMO-LUMO gap, eV: 9.526



[3]
Density functional theory data (wB97M-V/def2-TZVPD) for one molecule with the formula CH4ClNOP2 in a non-equilibrium geometry.

Each line ends with the Löwdin charge.
Cartesian coordinates (Å):
C 0.47 -0.31 -0.47  -0.123
N -0.80 -0.12 0.23  -0.859
O -1.30 -0.97 1.04  -0.366
P -1.33 1.54 0.55  0.665
P -2.52 0.44 -0.95  0.234
Cl -3.78 -0.62 0.09  0.200
H 0.58 -1.28 -1.01  0.094
H 1.24 -0.27 0.37  0.117
H 0.45 0.49 -1.25  0.071
H -2.27 1.07 1.69  -0.033

Results
F_max, eV/A: 2.490
LUMO (spin up / spin down), eV: -0.088 / -0.088
SMILES string: C[N@@+]1([O-])[PH]#P1Cl
HOMO-LUMO gap (spin up / spin down), eV: 7.818 / 7.815



[4]
Density functional theory data (wB97M-V/def2-TZVPD) for one molecule with the formula CH4ClNP2 in a non-equilibrium geometry.

Each line ends with the Löwdin charge.
Cartesian coordinates (Å):
C -1.00 0.29 0.13  -0.383
P 0.62 0.58 -0.69  0.745
N 0.58 -0.60 -1.74  -0.743
P 1.89 -1.42 -2.67  0.290
Cl 1.63 -3.07 -1.60  0.118
H -1.65 -0.31 -0.53  0.027
H -0.85 -0.37 1.02  0.040
H -1.34 1.32 0.34  0.005
H 2.90 -0.59 -1.85  -0.099

Results
F_max, eV/A: 4.106
LUMO, eV: -0.494
SMILES string: C/P=N/PCl
HOMO-LUMO gap, eV: 8.449



[5]
Density functional theory data (wB97M-V/def2-TZVPD) for CH4CsN2O as an isolated structure in a non-equilibrium geometry.

Each line ends with the Löwdin charge.
Cartesian coordinates (Å):
Cs 4.75 -2.68 -0.07  0.980
C -0.31 -0.10 0.18  -0.803
O 0.15 -1.18 0.55  0.008
N -0.53 0.98 0.87  0.166
N -0.76 0.07 -1.00  0.160
H -0.28 0.82 1.83  0.123
H -1.16 1.74 0.64  0.124
H -0.63 -0.57 -1.77  0.127
H -1.23 0.94 -1.22  0.116

Results
F_max, eV/A: 6.388
LUMO, eV: -3.857
Net charge: +1
HOMO-LUMO gap, eV: 8.552



[6]
Density functional theory data (wB97M-V/def2-TZVPD) for one molecule with the formula CH4F2P2 in a non-equilibrium geometry.

Each line ends with the Löwdin charge.
Cartesian coordinates (Å):
F 0.18 -0.76 -1.61  -0.166
C 0.67 0.01 -0.44  -0.970
F 1.94 0.23 -0.64  -0.016
P 0.54 -1.30 1.17  0.842
P -0.43 1.45 -0.36  0.828
H -0.80 -1.27 1.08  -0.171
H 0.59 -0.27 2.01  -0.171
H -1.52 0.65 0.32  -0.068
H -1.17 1.27 -1.54  -0.108

Results
F_max, eV/A: 4.527
LUMO, eV: 0.485
SMILES string: FC(F)(P)P
HOMO-LUMO gap, eV: 10.276



[7]
Density functional theory data (wB97M-V/def2-TZVPD) for a 2-piece molecular cluster, CH4F2S overall in a non-equilibrium geometry.

Each line ends with the Löwdin charge.
Cartesian coordinates (Å):
C -0.45 0.39 -0.93  -0.463
S 0.78 0.71 0.36  0.704
H 0.02 0.31 -1.92  0.024
H -1.03 -0.50 -0.72  0.026
H -1.12 1.25 -0.93  0.025
H 1.49 -0.42 0.21  -0.121
F -0.04 -0.36 2.39  -0.086
F 0.35 -1.38 1.54  -0.108

Results
F_max, eV/A: 3.415
LUMO, eV: -0.998
SMILES string: CS.FF
HOMO-LUMO gap, eV: 7.480



[8]
Density functional theory data (wB97M-V/def2-TZVPD) for a 2-piece molecular cluster, CH4FN2 overall in a non-equilibrium geometry.

Each line ends with the Löwdin charge.
Cartesian coordinates (Å):
C -0.08 0.41 -0.85  -0.164
N -0.45 -1.50 0.05  0.115
N -0.14 1.46 -0.12  0.244
F -0.23 0.38 -2.10  0.216
H -1.38 -1.75 -0.46  0.076
H 0.50 -2.04 -0.28  0.113
H -0.17 1.58 0.97  0.233
H -0.11 2.39 -0.57  0.167

Results
F_max, eV/A: 5.966
LUMO (spin up / spin down), eV: -6.265 / -6.266
Net charge: +1
HOMO-LUMO gap (spin up / spin down), eV: 9.926 / 9.926



Number 1: electronic energy -16335.6330 eV. Number 2: electronic energy -16594.1163 eV. Number 3: electronic energy -35735.7610 eV. Number 4: electronic energy -33691.0701 eV. Number 5: electronic energy -6672.5028 eV. Number 6: electronic energy -25112.1265 eV. Number 7: electronic energy -17365.8994 eV. Number 8: electronic energy -6788.1099 eV.